1.
{
  "formula": "C40H57N7O6S3",
  "method": "ωB97M-V/def2-TZVPD",
  "multiplicity": 1,
  "e_tot_ha": -3587.533011,
  "largest_force_ha_per_bohr": 0.0365,
  "species": ["C", "C", "O", "C", "C", "O", "C", "C", "O", "S", "O", "O", "O", "C", "C", "C", "C", "S", "C", "S", "N", "C", "C", "C", "C", "C", "C", "C", "C", "C", "N", "H", "H", "H", "H", "H", "H", "H", "H", "H", "H", "H", "H", "H", "H", "H", "H", "H", "H", "H", "H", "H", "H", "H", "H", "H", "H", "H", "H", "H", "H", "H", "H", "N", "C", "C", "C", "C", "H", "H", "H", "H", "H", "N", "C", "C", "C", "C", "H", "H", "H", "H", "H", "N", "C", "C", "C", "C", "H", "H", "H", "H", "H", "N", "C", "C", "C", "C", "H", "H", "H", "H", "H", "N", "C", "C", "C", "C", "H", "H", "H", "H", "H"],
  "xyz": [[-3.31035, -5.35265, -1.20600], [-2.86336, -4.14563, -0.45026], [-2.41985, -3.18614, -1.41312], [-1.75103, -2.06589, -0.85328], [-0.28074, -2.15406, -1.17197], [0.10750, -1.11041, -2.03725], [1.30181, -1.41179, -2.70263], [2.52200, -0.58142, -2.35264], [2.90686, 0.32086, -3.43294], [4.11589, 1.18039, -2.88959], [5.32482, 0.49724, -3.14510], [3.99904, 2.51383, -3.32353], [3.79082, 1.05834, -1.36540], [2.55249, 0.25765, -1.11778], [1.49502, 1.34029, -0.91105], [0.99109, 2.01116, -2.17714], [-0.11501, 3.03493, -1.95306], [0.31190, 4.24943, -0.70429], [-0.61487, 4.01403, 0.75529], [-1.63483, 2.79493, 1.04489], [-0.47838, 5.04341, 1.69245], [0.84944, 5.12312, 2.34987], [1.69961, 3.87810, 2.27864], [-0.92917, 6.33100, 1.13402], [-1.82171, 7.04070, 2.13859], [2.78982, -0.48695, 0.18461], [3.43751, -1.69219, 0.18204], [3.68016, -2.33108, 1.36397], [3.25170, -1.73128, 2.50722], [2.59279, -0.54141, 2.41682], [2.35483, 0.10449, 1.28687], [-3.99783, -5.06200, -1.97903], [-2.45098, -5.77212, -1.70335], [-3.76124, -6.06372, -0.53778], [-3.64987, -3.70889, 0.13496], [-2.01289, -4.39198, 0.17360], [-2.15767, -1.18411, -1.31472], [-1.89973, -2.00947, 0.21233], [0.26983, -2.09674, -0.23954], [-0.11058, -3.12522, -1.61400], [1.16139, -1.42865, -3.77265], [1.56929, -2.41642, -2.41371], [3.30443, -1.31745, -2.41953], [1.95066, 2.10008, -0.31234], [0.63142, 0.94487, -0.42496], [1.79696, 2.56859, -2.62430], [0.66142, 1.29984, -2.91137], [-1.07333, 2.58634, -1.76168], [-0.21550, 3.60677, -2.85842], [0.66812, 5.32688, 3.39192], [1.41876, 5.96298, 1.97137], [1.16488, 2.97294, 2.50691], [2.46795, 3.98272, 3.02651], [2.21179, 3.82089, 1.33679], [-0.09127, 6.95086, 0.84437], [-1.53818, 6.11391, 0.27100], [-2.23425, 6.31598, 2.81229], [-2.59631, 7.58749, 1.63509], [-1.25025, 7.74014, 2.72354], [3.78964, -2.12309, -0.72800], [4.19291, -3.26823, 1.36139], [3.42258, -2.17216, 3.46502], [2.23301, -0.08193, 3.31488], [-3.95308, 1.46669, 4.24657], [-4.22593, 1.28958, 5.57508], [-5.57559, 1.10526, 5.70616], [-6.14041, 1.17802, 4.40274], [-5.11285, 1.40270, 3.52700], [-3.04334, 1.63521, 3.85673], [-3.44033, 1.30977, 6.30969], [-6.10118, 0.94034, 6.63083], [-7.18000, 1.07947, 4.14112], [-5.10734, 1.52454, 2.45772], [-2.51957, -9.29249, -0.76495], [-2.85640, -10.13507, 0.25971], [-3.98741, -10.81064, -0.10543], [-4.35288, -10.35408, -1.40357], [-3.42868, -9.42067, -1.78229], [-1.73275, -8.67165, -0.76746], [-2.26466, -10.18049, 1.15676], [-4.49961, -11.54666, 0.48953], [-5.19699, -10.67617, -1.98874], [-3.33588, -8.84016, -2.68354], [-0.55936, 7.81968, -2.32188], [-0.24490, 8.07916, -3.62685], [-0.84495, 9.25804, -3.97703], [-1.54791, 9.73113, -2.83465], [-1.35014, 8.82293, -1.83070], [-0.25610, 7.01398, -1.80434], [0.37545, 7.40580, -4.19169], [-0.78728, 9.73031, -4.94244], [-2.12973, 10.63361, -2.76067], [-1.70256, 8.80318, -0.81393], [5.48856, 5.32187, 3.41395], [5.98724, 5.91273, 4.54271], [5.38680, 7.13456, 4.67672], [4.48657, 7.28642, 3.58528], [4.57239, 6.15065, 2.82762], [5.75451, 4.41993, 3.06840], [6.72309, 5.41577, 5.14980], [5.57035, 7.84181, 5.46687], [3.85146, 8.13174, 3.38284], [4.06383, 5.86210, 1.92427], [-0.64315, -11.61433, -3.87805], [-0.46865, -10.71643, -2.86327], [0.86068, -10.38599, -2.82696], [1.50966, -11.11232, -3.86499], [0.55299, -11.85967, -4.49518], [-1.51928, -12.03057, -4.12912], [-1.30234, -10.39249, -2.25842], [1.32022, -9.70018, -2.13493], [2.55581, -11.08774, -4.11724], [0.62068, -12.54123, -5.32465]]
}

2.
{
  "formula": "C40H58FKN2O2",
  "method": "ωB97M-V/def2-TZVPD",
  "multiplicity": 1,
  "e_tot_ha": -2518.792957,
  "charge": -2,
  "largest_force_ha_per_bohr": 0.0455,
  "species": ["K", "C", "N", "C", "C", "C", "N", "C", "C", "C", "C", "C", "C", "C", "O", "C", "C", "C", "C", "C", "C", "C", "C", "C", "C", "C", "C", "C", "C", "C", "O", "C", "C", "C", "C", "C", "C", "C", "C", "H", "H", "H", "H", "H", "H", "H", "H", "H", "H", "H", "H", "H", "H", "H", "H", "H", "H", "H", "H", "H", "H", "H", "H", "H", "H", "H", "H", "H", "H", "H", "H", "H", "H", "H", "H", "H", "H", "H", "H", "H", "H", "H", "H", "H", "H", "H", "H", "H", "H", "H", "H", "H", "H", "F", "C", "C", "C", "C", "C", "C", "H", "H", "H", "H"],
  "xyz": [[2.04164, 0.08456, -1.37846], [5.26934, 1.15436, -1.82616], [4.64914, 0.30656, -0.83566], [5.09574, -1.05774, -0.97066], [4.80114, 0.83956, 0.49264], [4.01054, 0.07116, 1.54974], [2.58164, 0.02886, 1.31874], [2.01754, -1.15084, 1.95754], [0.62334, -1.55504, 1.57284], [-0.28506, -1.81684, 2.56794], [-1.51746, -2.41224, 2.31134], [-1.82176, -2.62684, 0.97294], [-0.95746, -2.35934, -0.07496], [0.37814, -1.91334, 0.20534], [1.32664, -1.87634, -0.63256], [-1.46606, -2.66864, -1.48496], [-1.66086, -4.18804, -1.64236], [-0.53046, -2.21714, -2.60616], [-2.81256, -1.95714, -1.70556], [-2.35116, -2.94334, 3.47424], [-3.70296, -3.51304, 3.03294], [-2.63366, -1.86084, 4.52534], [-1.54526, -4.07424, 4.13984], [1.97484, 1.26256, 1.80304], [0.58564, 1.60036, 1.34264], [-0.43276, 1.66906, 2.26794], [-1.67746, 2.19596, 1.95374], [-1.87306, 2.59056, 0.62904], [-0.89266, 2.54006, -0.33886], [0.42504, 2.07946, 0.00654], [1.41924, 2.12606, -0.78506], [-1.14656, 3.02366, -1.76276], [-0.90386, 1.86576, -2.73736], [-0.17096, 4.15926, -2.09616], [-2.57276, 3.53816, -1.99446], [-2.78716, 2.39256, 2.97674], [-3.20526, 3.87206, 3.01424], [-4.00006, 1.53506, 2.59294], [-2.35356, 2.00166, 4.39264], [6.37624, 1.13206, -1.76716], [4.93044, 2.17776, -1.68936], [4.92994, 0.82026, -2.81076], [6.12034, -1.20694, -0.57116], [5.08554, -1.31624, -2.02476], [4.40934, -1.72804, -0.46276], [4.45484, 1.87266, 0.46314], [5.87114, 0.84086, 0.81814], [4.23304, 0.52656, 2.54014], [4.38934, -0.95284, 1.57514], [2.05704, -1.03324, 3.06164], [2.66234, -1.99854, 1.69004], [-0.00346, -1.58234, 3.59154], [-2.78586, -3.05244, 0.73164], [-0.70096, -4.68964, -1.54496], [-2.07506, -4.42174, -2.62436], [-2.33266, -4.58414, -0.88356], [0.43764, -2.69094, -2.51016], [-0.37526, -1.14264, -2.57096], [-0.96426, -2.48174, -3.57366], [-3.60086, -2.38304, -1.08826], [-3.11876, -2.04054, -2.74936], [-2.71386, -0.90424, -1.44966], [-4.29506, -2.74794, 2.53534], [-4.25916, -3.86534, 3.90364], [-3.56836, -4.35194, 2.35474], [-3.22736, -1.06124, 4.08844], [-1.70866, -1.43904, 4.90844], [-3.18736, -2.28204, 5.36814], [-1.35996, -4.87084, 3.42064], [-2.07896, -4.48884, 4.99894], [-0.58276, -3.69784, 4.47874], [2.60704, 2.08176, 1.44914], [1.98884, 1.27026, 2.91444], [-0.22616, 1.31646, 3.26874], [-2.84886, 2.96986, 0.36374], [0.12844, 1.53546, -2.65506], [-1.08906, 2.18616, -3.76406], [-1.56786, 1.03436, -2.50136], [0.83254, 3.82946, -1.84676], [-0.40896, 5.05516, -1.52086], [-0.20606, 4.40126, -3.15956], [-3.30676, 2.75586, -1.80486], [-2.67606, 3.85656, -3.03346], [-2.79316, 4.39386, -1.35626], [-3.57426, 4.19786, 2.04514], [-2.35186, 4.49546, 3.27684], [-3.99366, 4.03136, 3.75364], [-4.40516, 1.85196, 1.63514], [-4.78846, 1.61156, 3.34564], [-3.69576, 0.49496, 2.50154], [-1.49276, 2.58886, 4.70774], [-2.09386, 0.94866, 4.43104], [-3.16936, 2.18186, 5.09634], [2.41544, -0.15954, -8.42396], [2.70004, -0.08064, -7.05686], [3.26254, -1.16544, -6.42166], [3.52144, -1.06124, -5.05846], [3.26494, 0.07466, -4.26066], [2.70894, 1.13266, -5.01406], [2.41694, 1.08156, -6.37326], [3.47614, -2.06914, -6.98786], [3.97064, -1.93394, -4.58006], [2.50564, 2.07136, -4.50146], [1.97074, 1.91816, -6.90516]]
}

What is the multiplicity in the first record? 1

Look up the multiplicity of the first one. 1